1.
{
  "formula": "C45H69F3O9",
  "method": "ωB97M-V/def2-TZVPD",
  "fmax_ev_per_a": 1.7,
  "e_homo_ev": -9.07,
  "gap_ev": 9.310,
  "e_tot_ha": -2732.78247,
  "symbols": ["F", "C", "C", "C", "C", "C", "C", "H", "H", "H", "H", "H", "F", "C", "C", "C", "C", "C", "C", "H", "H", "H", "H", "H", "F", "C", "C", "C", "C", "C", "C", "H", "H", "H", "H", "H", "C", "C", "C", "O", "H", "H", "H", "H", "H", "H", "C", "C", "C", "O", "H", "H", "H", "H", "H", "H", "C", "C", "C", "O", "H", "H", "H", "H", "H", "H", "C", "C", "C", "O", "H", "H", "H", "H", "H", "H", "C", "C", "C", "O", "H", "H", "H", "H", "H", "H", "C", "C", "C", "O", "H", "H", "H", "H", "H", "H", "C", "C", "C", "O", "H", "H", "H", "H", "H", "H", "C", "C", "C", "O", "H", "H", "H", "H", "H", "H", "C", "C", "C", "O", "H", "H", "H", "H", "H", "H"],
  "coordinates": [[3.44, -1.57, 1.83], [3.91, -1.10, 2.99], [5.26, -1.23, 3.28], [5.78, -0.57, 4.40], [4.93, 0.08, 5.26], [3.56, 0.12, 5.02], [3.05, -0.47, 3.88], [5.96, -1.67, 2.58], [6.84, -0.63, 4.58], [5.43, 0.60, 6.07], [2.84, 0.56, 5.70], [2.01, -0.34, 3.59], [-4.73, 0.45, -2.94], [-3.79, 1.21, -3.56], [-2.47, 0.95, -3.36], [-1.50, 1.63, -4.12], [-1.96, 2.55, -5.05], [-3.30, 2.87, -5.14], [-4.28, 2.20, -4.42], [-2.15, 0.08, -2.80], [-0.44, 1.45, -4.06], [-1.35, 3.11, -5.75], [-3.60, 3.59, -5.90], [-5.35, 2.21, -4.59], [-2.98, -3.52, 6.57], [-2.05, -3.68, 5.61], [-2.45, -3.95, 4.30], [-1.50, -4.14, 3.32], [-0.16, -4.11, 3.66], [0.25, -3.80, 4.95], [-0.71, -3.61, 5.93], [-3.53, -3.96, 4.19], [-1.81, -4.30, 2.30], [0.58, -4.19, 2.87], [1.29, -3.81, 5.26], [-0.40, -3.36, 6.94], [1.30, 4.93, 3.40], [1.91, 3.72, 2.75], [3.41, 3.65, 2.64], [1.23, 2.84, 2.29], [0.31, 5.07, 2.96], [1.89, 5.84, 3.32], [1.14, 4.69, 4.46], [3.83, 4.09, 3.55], [3.80, 4.23, 1.81], [3.79, 2.62, 2.66], [1.96, -5.39, -2.41], [1.63, -5.24, -0.94], [0.29, -4.66, -0.50], [2.42, -5.56, -0.08], [1.18, -5.97, -2.90], [2.85, -6.03, -2.36], [2.15, -4.43, -2.87], [0.43, -3.58, -0.50], [0.13, -5.03, 0.50], [-0.50, -5.04, -1.15], [4.38, 1.09, -0.20], [5.17, 1.43, -1.44], [5.37, 2.91, -1.72], [5.70, 0.58, -2.13], [3.43, 1.64, -0.34], [4.82, 1.56, 0.68], [4.10, 0.05, -0.11], [4.42, 3.27, -2.13], [6.20, 3.06, -2.40], [5.57, 3.46, -0.80], [-1.40, -1.37, 0.74], [-0.49, -0.31, 0.16], [0.94, -0.28, 0.63], [-0.91, 0.48, -0.66], [-2.39, -0.93, 0.89], [-1.09, -1.67, 1.74], [-1.55, -2.19, 0.05], [1.15, -0.94, 1.47], [1.17, 0.74, 0.95], [1.62, -0.62, -0.16], [-3.87, 3.84, -0.31], [-4.88, 2.84, 0.21], [-4.48, 1.40, 0.10], [-5.97, 3.19, 0.60], [-2.88, 3.40, -0.37], [-3.87, 4.65, 0.43], [-4.20, 4.25, -1.27], [-3.94, 1.05, 0.98], [-3.83, 1.27, -0.77], [-5.29, 0.70, -0.11], [-1.53, -2.81, -3.68], [-1.40, -4.09, -4.46], [-1.44, -4.02, -5.97], [-1.20, -5.13, -3.88], [-1.16, -1.89, -4.13], [-1.10, -2.92, -2.69], [-2.60, -2.65, -3.48], [-1.02, -4.98, -6.28], [-0.78, -3.21, -6.27], [-2.47, -3.94, -6.32], [-5.49, 0.70, 4.69], [-4.62, -0.22, 3.87], [-3.14, -0.21, 4.10], [-5.08, -0.83, 2.93], [-5.39, 1.68, 4.23], [-5.13, 0.72, 5.72], [-6.54, 0.45, 4.55], [-2.59, -0.64, 3.27], [-2.87, -0.87, 4.93], [-2.74, 0.79, 4.27], [-1.15, 5.16, -2.97], [-0.06, 4.31, -2.33], [-0.09, 4.08, -0.86], [0.85, 3.91, -3.01], [-0.84, 5.46, -3.97], [-1.24, 6.08, -2.39], [-2.13, 4.70, -3.06], [-1.08, 4.32, -0.47], [0.61, 4.75, -0.37], [0.01, 3.01, -0.64], [1.96, -2.08, -4.75], [1.97, -1.36, -3.41], [2.17, 0.12, -3.53], [1.99, -1.93, -2.34], [1.18, -1.72, -5.42], [1.75, -3.15, -4.66], [2.95, -2.04, -5.21], [2.14, 0.68, -2.59], [1.43, 0.60, -4.18], [3.16, 0.26, -3.96]]
}

2.
{
  "formula": "C45H71BO23",
  "method": "ωB97M-V/def2-TZVPD",
  "fmax_ev_per_a": 2.7,
  "e_homo_ev": -8.92,
  "gap_ev": 9.094,
  "e_tot_ha": -3512.74833,
  "symbols": ["C", "C", "C", "C", "C", "C", "C", "O", "B", "C", "C", "C", "C", "O", "C", "C", "C", "C", "C", "C", "H", "H", "H", "H", "H", "H", "H", "H", "H", "H", "H", "H", "H", "H", "H", "H", "H", "H", "H", "H", "H", "H", "H", "H", "H", "H", "H", "H", "H", "C", "C", "C", "O", "C", "O", "O", "H", "H", "H", "H", "H", "H", "C", "C", "C", "O", "C", "O", "O", "H", "H", "H", "H", "H", "H", "C", "C", "C", "O", "C", "O", "O", "H", "H", "H", "H", "H", "H", "C", "C", "C", "O", "C", "O", "O", "H", "H", "H", "H", "H", "H", "C", "C", "C", "O", "C", "O", "O", "H", "H", "H", "H", "H", "H", "C", "C", "C", "O", "C", "O", "O", "H", "H", "H", "H", "H", "H", "C", "C", "C", "O", "C", "O", "O", "H", "H", "H", "H", "H", "H"],
  "coordinates": [[-4.44, 2.56, 1.71], [-3.47, 2.97, 0.50], [-3.91, 2.07, -0.72], [-2.00, 2.73, 1.02], [-1.02, 2.03, 0.00], [-0.78, 2.82, -1.33], [0.31, 1.71, 0.81], [1.44, 1.43, -0.04], [1.57, 0.01, -0.03], [2.77, -0.74, 0.74], [2.26, -1.86, 1.76], [3.35, -2.12, 2.88], [2.62, -2.73, 4.16], [2.98, -4.11, 4.39], [0.43, -0.76, -0.89], [-0.52, -1.71, -0.30], [-1.53, -2.31, -1.17], [-1.56, -1.93, -2.57], [-0.61, -1.00, -3.17], [0.40, -0.40, -2.32], [-5.39, 3.14, 1.66], [-3.93, 2.66, 2.70], [-4.72, 1.47, 1.57], [-3.68, 4.05, 0.31], [-3.55, 1.02, -0.69], [-5.03, 2.04, -0.71], [-3.66, 2.56, -1.71], [-1.50, 3.69, 1.33], [-2.05, 2.09, 1.94], [-1.47, 1.02, -0.25], [0.21, 2.63, -1.82], [-1.56, 2.46, -2.06], [-0.97, 3.92, -1.22], [0.11, 0.89, 1.55], [0.57, 2.64, 1.40], [3.56, -1.15, 0.06], [3.27, 0.04, 1.39], [1.32, -1.49, 2.24], [2.05, -2.79, 1.16], [4.13, -2.85, 2.55], [3.85, -1.17, 3.21], [1.50, -2.61, 4.08], [2.93, -2.17, 5.09], [2.20, -4.64, 4.15], [-0.43, -1.93, 0.78], [-2.28, -3.01, -0.73], [-2.35, -2.35, -3.23], [-0.63, -0.72, -4.25], [1.15, 0.32, -2.72], [4.84, 1.21, -2.24], [4.98, -0.17, -2.85], [6.39, -0.67, -2.93], [6.34, -1.56, -4.05], [5.34, -1.11, -4.86], [5.15, -1.50, -5.97], [4.59, -0.16, -4.23], [5.37, 1.96, -2.84], [3.79, 1.51, -2.22], [5.24, 1.23, -1.23], [4.33, -0.88, -2.32], [6.69, -1.20, -2.02], [7.12, 0.12, -3.14], [1.39, -5.01, -3.99], [0.66, -5.85, -2.97], [-0.10, -7.00, -3.56], [-1.15, -7.19, -2.61], [-1.36, -5.99, -2.02], [-2.30, -5.74, -1.32], [-0.38, -5.10, -2.34], [0.69, -4.55, -4.70], [1.92, -4.19, -3.50], [2.11, -5.60, -4.55], [1.36, -6.18, -2.19], [0.51, -7.90, -3.65], [-0.54, -6.78, -4.53], [-7.25, -3.77, -2.78], [-6.34, -2.67, -2.29], [-5.49, -3.07, -1.12], [-5.27, -1.82, -0.46], [-6.34, -1.02, -0.76], [-6.58, 0.01, -0.22], [-7.10, -1.58, -1.74], [-7.96, -4.07, -2.01], [-7.85, -3.41, -3.63], [-6.68, -4.64, -3.10], [-5.74, -2.28, -3.11], [-4.54, -3.51, -1.43], [-5.99, -3.75, -0.42], [-4.97, 2.70, 8.10], [-4.52, 3.30, 6.79], [-4.20, 2.28, 5.73], [-3.24, 2.97, 4.93], [-2.62, 3.87, 5.74], [-1.63, 4.47, 5.45], [-3.27, 3.98, 6.93], [-4.19, 2.09, 8.54], [-5.19, 3.50, 8.82], [-5.87, 2.10, 7.97], [-5.26, 4.03, 6.44], [-5.08, 2.01, 5.14], [-3.74, 1.38, 6.12], [-2.95, -3.01, 3.97], [-4.26, -2.55, 4.58], [-5.04, -1.62, 3.70], [-5.78, -0.85, 4.65], [-5.05, -0.84, 5.80], [-5.28, -0.13, 6.73], [-4.03, -1.73, 5.73], [-2.29, -2.17, 3.79], [-2.43, -3.68, 4.66], [-3.12, -3.54, 3.03], [-4.86, -3.41, 4.89], [-5.72, -2.15, 3.03], [-4.42, -0.94, 3.11], [1.24, 8.03, 2.36], [0.58, 7.16, 1.31], [0.77, 5.69, 1.54], [0.69, 5.16, 0.22], [1.10, 6.15, -0.63], [1.34, 6.00, -1.78], [1.20, 7.34, 0.03], [2.32, 7.89, 2.37], [1.06, 9.09, 2.13], [0.84, 7.82, 3.35], [-0.48, 7.42, 1.21], [-0.01, 5.26, 2.17], [1.75, 5.43, 1.96], [10.41, 0.34, -7.46], [9.51, -0.02, -6.30], [8.76, 1.16, -5.73], [8.56, 0.75, -4.38], [9.57, -0.11, -4.06], [9.82, -0.49, -2.96], [10.26, -0.47, -5.18], [11.19, 1.04, -7.15], [10.92, -0.55, -7.83], [9.85, 0.79, -8.28], [8.82, -0.82, -6.60], [7.81, 1.33, -6.23], [9.34, 2.08, -5.73]]
}